Record 1
Computed, not measured: the molecule C2H4Br2, with the ωB97M-V functional and the def2-TZVPD basis.

Geometry as XYZ:
```
8
Properties=species:S:1:pos:R:3:forces:R:3:lowdin_charge:R:1
Br 1.9656 -1.1403 0.9278 -0.63 0.46 -0.46 0.5850
C 0.4435 0.0614 0.6104 -1.32 0.30 0.66 -0.7136
C -0.4765 -0.2096 -0.6287 0.31 0.91 0.21 -0.5391
Br -1.1180 1.6555 -1.2632 0.61 -1.61 0.19 0.5069
H 0.7231 1.1083 0.7280 0.89 -0.16 -1.13 0.0256
H -0.1155 0.0657 1.5461 -0.43 -0.98 -0.09 0.0448
H -1.4262 -0.7328 -0.5178 0.15 0.23 0.91 0.0416
H 0.0040 -0.8083 -1.4026 0.43 0.85 -0.29 0.0489
```
Positions in Å, forces in eV/Å.

The energy above the lowest of the compared OMol25 structures with the same formula, charge and spin is 70.72 kJ/mol. Its multiplicity is 1. The LUMO energy is 0.34 eV. The total charge is 0. The electronic energy is -5226.60774 Eh. The calculation puts the HOMO energy at -10.3 eV.

Record 2
Computed, not measured: a structure of composition C24H19F3FeO5S, with the ωB97M-V functional and the def2-TZVPD basis.

Geometry as XYZ:
```
53
Properties=species:S:1:pos:R:3:forces:R:3:lowdin_charge:R:1
O -4.1714 -0.9387 3.5992 -0.12 0.24 0.15 0.0345
C -3.4171 -1.4120 2.8540 -1.54 -0.09 1.53 -0.2057
Fe -2.1236 -1.6139 1.6732 0.87 3.35 0.25 -0.0053
C -0.9057 -0.9440 2.8173 1.98 0.52 2.08 -0.1544
O -0.1078 -0.3877 3.4643 -1.06 -0.44 -0.85 0.0756
C -2.2545 0.0171 1.0122 -0.42 1.88 -0.09 -0.1432
O -2.2741 1.1435 0.7055 -0.04 -1.16 -0.05 0.0711
C -3.3087 -2.3848 0.2821 -0.87 -1.39 -0.73 -0.2808
C -2.8168 -2.2227 -1.1331 0.43 0.29 -0.39 -0.2058
C -1.2777 -2.2855 -1.1996 -0.57 0.07 -0.91 -0.1923
C -0.6243 -1.8755 0.0827 -0.29 -1.66 1.16 -0.1544
C -0.5592 -2.8567 1.1231 1.64 -0.72 -1.67 -0.2374
C -1.5688 -3.8543 1.2788 1.73 -0.99 0.16 -0.1750
C -2.8973 -3.5126 1.0704 -2.26 -0.24 -1.36 -0.2300
H -4.3382 -2.0259 0.4237 0.13 -0.59 -0.15 0.0959
H -3.2416 -2.9980 -1.7958 -0.06 0.07 0.10 0.0925
H -3.1712 -1.2632 -1.5411 0.13 -0.02 0.14 0.0981
H -0.9798 -3.3219 -1.4472 -0.05 0.23 0.19 0.1069
H -0.9116 -1.6445 -2.0115 -0.20 -0.34 0.29 0.0675
H 0.1004 -1.0737 0.0544 0.10 -0.28 0.08 0.0577
H 0.3629 -2.9418 1.7141 -0.37 0.05 0.00 0.1058
H -1.3267 -4.7817 1.8062 -0.09 0.40 0.16 0.0790
H -3.6879 -4.0836 1.5717 0.36 0.18 0.20 0.0946
F 4.5524 -1.6166 3.8526 0.46 0.73 0.06 0.0944
C 4.6670 -0.2720 3.6138 -0.88 0.21 -0.62 -0.5342
F 4.3841 0.3662 4.7875 0.49 -0.39 -0.47 0.0944
F 5.9891 -0.0311 3.3339 -0.22 -0.29 0.52 0.0876
C 3.7667 0.1665 2.4934 0.69 -0.24 1.22 -0.1710
C 3.0822 1.3771 2.5751 -0.61 0.49 -0.43 -0.0458
C 2.1309 1.6829 1.6133 -0.03 0.24 0.32 -0.0355
C 1.8671 0.7963 0.5353 -0.56 -0.51 -0.29 -0.2795
C 0.7312 0.9490 -0.3488 1.43 1.35 0.99 -0.1131
S 0.9822 0.9684 -2.0648 -1.29 2.06 -2.77 0.6422
C 0.1339 2.4018 -2.7596 0.94 -1.33 0.68 -0.3046
C -1.2110 2.6494 -2.4723 -1.14 0.54 -0.07 -0.0979
C -1.8980 3.6392 -3.1847 0.38 -0.57 0.53 -0.1244
C -1.2422 4.3768 -4.1762 -0.53 0.45 -0.20 -0.1644
C 0.1125 4.1428 -4.4369 0.75 -0.63 0.42 -0.1385
C 0.8028 3.1576 -3.7278 0.08 0.93 -0.59 -0.1041
O 2.3740 1.1718 -2.4041 0.48 -0.57 0.44 -0.3410
O 0.2757 -0.1412 -2.6764 0.46 -0.45 0.49 -0.3312
C 2.7198 -0.3311 0.3936 0.39 -0.41 0.14 -0.0351
C 3.6271 -0.6653 1.3833 -0.43 -0.15 -1.00 -0.0373
H 3.2762 2.0594 3.4004 -0.15 -0.15 -0.15 0.1067
H 1.5590 2.6120 1.6708 0.15 -0.27 0.11 0.1083
H -0.0609 1.6407 -0.0712 -0.13 -0.32 0.08 0.0801
H -1.7171 2.0700 -1.7017 -0.04 0.05 -0.23 0.0882
H -2.9524 3.8201 -2.9691 0.26 -0.05 -0.04 0.0892
H -1.7857 5.1323 -4.7458 0.11 -0.17 0.14 0.0703
H 0.6416 4.7145 -5.1999 -0.13 -0.11 0.12 0.0806
H 1.8537 2.9649 -3.9324 -0.22 -0.03 0.04 0.0927
H 2.6200 -0.9653 -0.4890 -0.04 0.11 0.29 0.1177
H 4.2187 -1.5746 1.3031 -0.13 0.14 -0.02 0.1105
```
Positions in Å, forces in eV/Å.

The energy above the lowest of the compared OMol25 structures with the same formula, charge and spin is 0.00 kJ/mol. Its multiplicity is 5. The LUMO energy (spin up / spin down) is 4.87 / 3.87 eV. The total charge is -2. The electronic energy is -3263.42072 Eh. The calculation puts the HOMO energy (spin up / spin down) at 1.9 / -1.8 eV.

Record 3
Computed, not measured: a structure of composition C14H18FeNO4, with the ωB97M-V functional and the def2-TZVPD basis.

Geometry as XYZ:
```
38
Properties=species:S:1:pos:R:3:forces:R:3:lowdin_charge:R:1
C -2.2010 2.3002 1.3750 -0.14 0.12 0.73 -0.0402
O -1.0075 2.3932 0.5904 0.97 0.16 0.79 -0.1028
C 0.0801 1.5995 0.8963 -1.37 -2.06 -1.42 -0.3436
C 1.0071 1.4860 -0.1925 -1.65 1.20 0.80 -0.1720
C 1.4736 0.1180 -0.5652 -0.13 -1.01 -0.61 -0.1211
C 0.7856 -1.0637 0.2502 2.61 0.71 1.23 -0.1028
C 0.5612 -0.6625 1.6059 0.66 -0.85 -0.09 -0.1037
C 0.1031 0.5923 1.9280 -1.00 2.28 -0.21 -0.0621
Fe 1.7030 3.2775 0.7996 -2.75 -4.86 -0.49 0.3768
C 3.0381 3.4076 -0.3011 5.67 0.49 -3.28 -0.1426
O 4.0681 3.4746 -0.8386 -3.16 -0.31 1.27 0.1839
C 2.7944 3.5890 2.1260 4.59 2.36 4.15 -0.1075
O 3.6629 4.1488 2.6479 -2.20 -1.59 -0.88 0.1841
C 1.0898 4.8720 0.4596 -0.17 6.81 -2.09 -0.1019
O 1.2845 5.9713 0.1344 -1.20 -2.82 1.13 0.1719
H -2.7725 3.2066 1.1531 0.14 -0.23 0.06 0.1003
H -2.8055 1.4177 1.0929 0.48 0.29 0.06 0.1020
H -1.9792 2.2658 2.4584 -0.16 0.03 -0.58 0.0981
H 0.7853 2.1339 -1.0480 -0.37 -0.22 0.04 0.1225
H 1.2107 -0.0429 -1.6245 0.38 0.23 0.14 0.1002
H 2.5923 0.1398 -0.5146 -0.81 -1.08 0.12 0.1338
H 1.3728 -1.9792 0.1273 -0.31 0.17 0.04 0.1293
H 0.7569 -1.3485 2.4203 -0.36 -0.30 -0.12 0.1111
H -0.2759 0.8825 2.9104 0.11 -0.47 -0.22 0.1132
C -1.2402 -3.3350 -2.4277 0.14 0.04 -0.28 -0.1544
C -1.5670 -4.1608 -1.1745 -0.26 -0.08 -0.18 -0.1596
C -1.2959 -3.2634 0.0479 0.20 0.27 0.04 -0.1088
N -0.8097 -1.8831 -0.4392 -1.29 -0.23 -1.20 -0.0256
C -0.7730 -1.9444 -1.9550 -0.03 0.13 0.09 -0.1385
H -0.4528 -3.8207 -3.0208 -0.24 0.21 0.16 0.1150
H -2.1216 -3.2450 -3.0772 0.30 0.00 0.20 0.1143
H -2.6229 -4.4544 -1.2093 0.22 0.14 0.18 0.1119
H -1.0127 -5.1080 -1.1473 0.06 0.43 0.12 0.1158
H -2.2296 -3.1665 0.6162 0.46 0.34 0.03 0.1221
H -0.5398 -3.7021 0.6952 0.10 0.17 0.10 0.1140
H -1.5155 -1.1934 -0.1607 0.37 -0.31 -0.07 0.1389
H 0.2549 -1.7596 -2.2705 -0.09 -0.02 0.04 0.1002
H -1.4018 -1.1434 -2.3686 0.24 -0.19 0.19 0.1276
```
Positions in Å, forces in eV/Å.

The energy above the lowest of the compared OMol25 structures with the same formula, charge and spin is 46.67 kJ/mol. Its multiplicity is 5. The LUMO energy (spin up / spin down) is -3.16 / -5.52 eV. The total charge is +1. The electronic energy is -2163.21254 Eh. The calculation puts the HOMO energy (spin up / spin down) at -8.9 / -12.0 eV.

Record 4
Computed, not measured: a structure of composition ClCuNi, with the ωB97M-V functional and the def2-TZVPD basis.

Geometry as XYZ:
```
3
Properties=species:S:1:pos:R:3:forces:R:3:lowdin_charge:R:1
Cu -19.1887 21.6369 -8.6188 -0.03 -0.15 -0.09 0.9829
Ni -17.7006 28.6162 -4.2800 0.00 0.07 0.03 0.9578
Cl -18.8042 25.6231 -6.5436 0.03 0.08 0.06 0.0593
```
Positions in Å, forces in eV/Å.

The energy above the lowest of the compared OMol25 structures with the same formula, charge and spin is 0.00 kJ/mol. Its multiplicity is 3. The LUMO energy (spin up / spin down) is -9.88 / -10.92 eV. The total charge is +2. The electronic energy is -3608.10670 Eh. The calculation puts the HOMO energy (spin up / spin down) at -19.2 / -18.3 eV.

Record 5
Computed, not measured: the ion C6H12BrN3 with charge +2, with the ωB97M-V functional and the def2-TZVPD basis.

Geometry as XYZ:
```
22
Properties=species:S:1:pos:R:3:forces:R:3:lowdin_charge:R:1
C 0.9389 -1.7516 2.0509 0.78 -3.46 -1.92 -0.0493
N 0.4812 -0.4259 2.0042 -1.62 3.15 -0.68 0.0572
C 0.3406 0.3147 0.8994 0.94 -1.65 1.41 -0.2120
C 0.0271 1.7283 1.0343 -1.12 -0.02 3.08 -0.0053
C -0.1757 2.5826 0.0680 2.37 -3.41 -3.13 -0.0390
C 0.2861 2.0885 -1.3104 -1.16 -3.54 -0.03 -0.5308
Br 2.1904 2.2251 -1.5167 -0.03 1.02 -0.15 0.9006
C 0.2290 0.2840 -1.5365 -0.35 4.06 1.98 -0.2043
N -1.1577 -0.2718 -1.9483 2.99 -0.56 1.10 0.3041
N 0.5691 -0.3268 -0.2713 -0.47 0.91 -1.42 0.0922
H 0.4625 -2.5684 1.2893 0.34 2.28 1.76 0.1609
H 0.8404 -2.1595 3.0626 0.30 0.17 -0.38 0.1174
H 1.9854 -1.7273 1.6703 -0.27 -0.34 0.86 0.1166
H 0.2389 0.0621 2.8846 0.42 -0.54 -0.66 0.1929
H -0.0729 2.0687 2.0868 -0.11 -0.38 -0.71 0.1561
H -0.3286 3.5877 0.0437 -0.73 2.74 0.83 0.1089
H -0.3842 2.4939 -2.0582 0.65 0.28 -0.70 0.1003
H 1.0613 0.1680 -2.2403 -1.02 -0.64 -0.42 0.1067
H -1.9597 0.1487 -1.5866 -1.64 1.62 0.93 0.1566
H -1.1814 -1.2051 -1.6001 -0.09 -1.33 0.47 0.1634
H -1.2437 -0.3692 -2.9058 -0.30 0.13 -3.00 0.1495
H 1.2677 -1.0398 -0.3904 0.11 -0.47 0.78 0.1574
```
Positions in Å, forces in eV/Å.

The energy above the lowest of the compared OMol25 structures with the same formula, charge and spin is 67.47 kJ/mol. Its multiplicity is 1. The LUMO energy is -8.61 eV. The total charge is +2. The electronic energy is -2973.41155 Eh. The calculation puts the HOMO energy at -17.7 eV.

Record 6
Computed, not measured: the molecule C19H18N6O3, with the ωB97M-V functional and the def2-TZVPD basis.

Geometry as XYZ:
```
46
Properties=species:S:1:pos:R:3:forces:R:3:lowdin_charge:R:1
C 2.9434 -2.0769 1.2918 0.00 -0.20 0.06 -0.0053
C 3.5730 -1.0363 0.7819 0.16 0.17 0.11 -0.1842
C 3.5680 0.3340 1.4004 -0.12 -0.10 -0.01 -0.1434
C 2.6116 1.1995 0.6252 0.03 0.04 0.16 -0.1567
C 3.0299 1.9511 -0.4559 -0.23 0.02 0.12 -0.0299
C 2.1322 2.7085 -1.2000 0.04 0.11 -0.15 -0.0996
C 0.7985 2.7008 -0.8672 -0.03 -0.11 0.18 -0.0607
C 0.3338 1.9473 0.2193 0.57 -0.08 0.02 -0.1481
C -1.0826 1.8763 0.4617 -0.79 0.05 0.01 -0.0746
N -1.5752 1.2228 1.4407 0.56 -0.17 0.19 0.0612
N -2.9118 1.0064 1.4891 -0.50 0.84 -0.38 0.0548
C -3.3836 -0.0742 2.1924 -0.21 -0.07 0.01 -0.4682
O -2.8842 -0.4961 3.2017 0.03 -0.13 0.01 0.1096
C -4.5732 -0.7422 1.4865 0.00 -0.10 0.26 -0.0836
O -4.4114 -0.7122 0.0784 -0.07 -0.02 -0.25 -0.0524
C -3.1604 -0.9829 -0.4169 0.31 -0.05 -0.27 -0.2802
C -2.8378 -0.3771 -1.6319 -0.22 -0.05 0.32 -0.0028
C -1.5622 -0.4741 -2.1465 0.23 -0.15 0.11 -0.0073
C -0.5920 -1.1815 -1.4454 -0.77 -0.18 0.42 -0.2044
N 0.7257 -1.2323 -1.9092 1.22 0.69 -0.90 -0.0400
C 1.4288 -0.3391 -2.6513 -0.26 -0.46 0.40 -0.1373
N 2.6345 -0.8076 -2.8241 0.05 0.92 -0.58 0.0357
N 2.6689 -1.9796 -2.1987 0.75 -0.63 0.04 -0.0389
N 1.5634 -2.2460 -1.6509 -0.98 -0.76 0.60 0.0602
C -0.9236 -1.8481 -0.2726 0.17 0.18 -0.25 0.0196
C -2.2035 -1.7557 0.2377 -0.42 0.02 -0.08 0.0059
C 1.2515 1.1925 0.9788 -0.01 0.29 -0.37 -0.2128
O 0.8777 0.4498 2.0272 0.12 -0.12 0.14 0.0828
H 2.9431 -3.0322 0.7952 0.01 -0.16 -0.15 0.0476
H 2.4012 -2.0073 2.2208 -0.08 0.07 0.22 0.0586
H 4.0962 -1.1201 -0.1617 0.02 -0.08 -0.12 0.0880
H 3.2362 0.2694 2.4365 0.14 0.03 0.02 0.1154
H 4.5700 0.7643 1.3597 -0.02 0.05 0.07 0.1175
H 4.0749 1.9458 -0.7267 0.14 -0.02 -0.01 0.1199
H 2.4829 3.2911 -2.0377 0.02 0.07 -0.08 0.1033
H 0.0870 3.2773 -1.4418 -0.09 0.06 -0.07 0.1095
H -1.7333 2.3507 -0.2838 -0.02 -0.04 0.07 0.1337
H -3.4717 1.3543 0.7071 0.26 -0.33 0.19 0.1537
H -5.5038 -0.2040 1.6869 0.10 -0.09 0.03 0.1397
H -4.6703 -1.7651 1.8674 0.09 0.18 0.01 0.1381
H -3.6005 0.1839 -2.1493 -0.08 0.08 -0.05 0.1235
H -1.3203 0.0085 -3.0808 0.02 0.02 -0.11 0.1161
H 1.0570 0.5965 -3.0058 -0.13 0.25 -0.03 0.1146
H -0.1640 -2.4155 0.2408 0.07 -0.03 0.08 0.1160
H -2.4366 -2.2643 1.1589 -0.03 -0.04 0.13 0.1242
H -0.0873 0.5398 2.1720 -0.06 0.02 -0.07 0.0813
```
Positions in Å, forces in eV/Å.

The energy above the lowest of the compared OMol25 structures with the same formula, charge and spin is 164.13 kJ/mol. Its multiplicity is 1. The LUMO energy is 0.09 eV. The total charge is 0. The electronic energy is -1289.00992 Eh. The calculation puts the HOMO energy at -8.5 eV.